ORCA calculation (ωB97M-V/def2-TZVPD) on a structure of composition C14H49AgF6N23O20S2.

```
115
Properties=species:S:1:pos:R:3:forces:R:3
Ag -2.2943 -2.2669 -1.4868 -0.947 -0.786 -0.056
C 1.2569 0.0949 -2.2476 1.225 -0.710 1.188
F 2.0464 -0.6047 -1.4161 0.104 0.825 0.165
F 1.9474 1.2111 -2.6621 -1.363 -2.142 0.237
F 0.9908 -0.7783 -3.1983 -0.233 1.040 -0.725
S -0.2872 0.6390 -1.2954 -0.679 3.235 -0.643
O 0.2551 1.7280 -0.4178 -1.276 -3.465 -1.402
O -1.1581 1.1882 -2.3601 1.415 -1.998 1.975
N -0.9730 -0.8286 -0.5623 1.363 4.420 -3.185
S -0.3495 -1.0916 0.8028 3.256 -0.534 5.946
O -0.3820 -2.4884 1.1535 -1.161 -0.273 -0.436
O 0.9897 -0.5585 1.1073 -2.314 0.488 -0.960
C -1.5943 -0.2732 2.1116 1.372 -1.716 -0.426
F -1.4391 -0.8739 3.3029 0.357 0.724 -0.484
F -1.2154 0.9978 2.2004 -1.283 -0.211 -0.003
F -2.8854 -0.5324 1.7837 0.913 1.288 -0.304
O -4.5344 -3.8743 2.2194 0.245 0.381 -2.355
C -4.5644 -3.6304 0.8869 0.596 1.097 1.140
O -3.6087 -2.9413 0.3587 -1.892 -1.496 0.400
O -5.5669 -3.9581 0.2207 1.483 0.488 -0.287
H -5.4002 -4.2840 2.2835 -0.667 -0.554 1.117
O -4.4436 2.1286 3.6756 0.073 -0.248 0.078
H -4.8006 3.0165 3.6583 -0.192 0.236 0.053
H -4.0897 1.9950 2.7963 0.186 0.091 -0.298
O -0.8509 -4.1021 -1.0148 -0.175 -0.469 -0.217
H 0.0629 -4.1450 -0.7331 0.350 0.267 0.212
H -1.1229 -5.0170 -1.0872 -0.133 -0.294 -0.145
C 1.4623 -0.4687 4.9842 2.044 -1.287 -2.687
O 1.4694 -1.4679 4.2973 -0.180 -1.387 -0.778
N 0.5199 -0.0750 5.7276 -4.916 1.426 3.653
N 2.4790 0.3763 5.0179 3.542 0.958 -0.517
H -0.3328 -0.6142 5.7742 0.208 0.165 0.252
H 0.8206 0.5107 6.4936 -0.785 -0.126 0.037
H 2.4117 1.3790 5.1183 -0.073 -0.380 -0.032
H 3.2794 -0.0210 4.5470 0.105 0.677 -0.062
C -5.8009 -1.1058 4.9440 2.151 -2.179 -2.138
O -6.4891 -0.2841 5.3399 -5.216 6.241 3.268
N -4.9219 -0.8473 3.9995 2.331 -0.146 -1.694
N -5.9627 -2.3476 5.3016 -0.038 -3.735 1.069
H -5.1647 0.0162 3.5352 0.850 -0.101 -0.268
H -4.3901 -1.6292 3.6447 -0.042 0.670 -0.695
H -6.7257 -2.4349 5.9576 0.511 -0.724 0.102
H -5.2714 -3.0483 5.0752 -0.544 -0.205 0.457
C 1.5159 4.8830 -3.5928 -1.245 4.183 -1.155
O 0.4245 5.3370 -3.8523 -0.655 -0.016 -0.733
N 2.6834 5.4966 -3.7963 1.745 3.342 -0.751
N 1.7838 3.7605 -3.0684 -0.060 -6.045 2.629
H 2.5915 6.4917 -3.9433 0.233 0.004 -0.096
H 3.4911 5.2368 -3.2485 -0.058 0.067 -0.291
H 1.0306 3.0890 -3.0249 0.272 0.096 0.648
H 2.5242 3.8249 -2.3846 -0.358 -1.077 0.187
C -1.4371 4.9559 -0.0001 -4.944 0.559 -0.767
O -2.4082 5.3216 -0.6653 0.716 0.378 0.110
N -0.3262 4.5036 -0.3819 5.589 -1.209 -2.953
N -1.5419 4.7092 1.2987 -2.181 0.430 3.662
H 0.1831 4.0548 0.3659 0.612 -0.288 -1.165
H -0.1259 4.3891 -1.3652 0.175 0.057 0.277
H -2.4414 5.0480 1.6089 0.366 -0.001 0.815
H -0.7467 4.6661 1.9200 -0.452 0.299 -0.008
C -1.8223 -4.8222 3.5323 -1.981 -1.287 6.313
O -2.0481 -5.7425 4.3245 -0.494 0.113 -0.172
N -1.3812 -4.9813 2.3757 2.335 -1.610 -6.724
N -1.9998 -3.5487 3.8290 -0.693 2.995 1.235
H -1.5507 -5.8975 1.9858 0.592 0.289 -0.248
H -1.1365 -4.1508 1.8556 -0.043 -0.580 -0.692
H -2.5021 -3.2921 4.6669 0.477 -0.098 -0.137
H -1.8049 -2.8471 3.1291 -0.165 -0.147 0.529
C -1.8237 -1.5087 -4.6570 1.136 -0.195 1.385
O -1.7801 -1.5507 -3.4378 0.694 0.443 1.178
N -0.7585 -1.2868 -5.4020 3.336 0.393 -0.569
N -2.8825 -1.7756 -5.3064 -4.076 -0.704 -3.232
H -0.6819 -1.1590 -6.4010 -0.591 -0.119 0.267
H 0.1213 -1.4834 -4.9465 -0.160 0.318 -0.174
H -3.8146 -1.7498 -4.9182 0.310 0.028 0.014
H -2.7538 -1.8332 -6.3065 -0.785 -0.026 0.137
C 6.5470 -1.8450 -1.2229 -3.074 -2.353 -0.546
O 6.1149 -2.8943 -1.6509 -0.366 -0.937 -1.063
N 7.7415 -1.6479 -0.8562 6.463 0.210 0.843
N 5.7854 -0.8177 -0.9524 -2.853 2.476 0.224
H 8.4100 -2.2368 -1.3322 0.371 0.230 0.559
H 8.0079 -0.7720 -0.4298 0.440 -0.426 -0.371
H 4.8166 -1.0991 -0.9047 -0.051 0.782 0.343
H 6.2160 -0.0750 -0.4203 -0.964 0.039 -0.006
C 3.9385 2.9290 -6.3071 0.155 -0.616 -1.723
O 4.5566 2.4102 -7.1948 1.396 -0.866 -1.408
N 3.1784 3.9921 -6.4591 -1.754 2.839 -1.429
N 3.7986 2.4707 -5.1082 0.368 -2.530 5.437
H 2.4518 4.0909 -5.7646 -0.034 0.442 -0.616
H 2.9392 4.1200 -7.4320 -0.190 0.451 0.219
H 4.2578 1.6435 -4.7546 0.235 0.208 -0.571
H 3.3730 3.0256 -4.3795 -0.064 -0.138 -0.318
C -4.0156 2.3402 -4.0289 -3.055 -1.922 0.961
O -5.1047 2.3695 -4.5375 -2.485 1.218 -0.955
N -3.8641 2.0773 -2.7195 0.959 -0.068 1.753
N -2.9535 2.2626 -4.7579 5.167 -0.229 -2.015
H -4.6539 2.0661 -2.0900 0.145 0.062 -0.557
H -3.0114 1.6055 -2.4541 -0.321 0.403 0.394
H -2.9428 2.2132 -5.7666 -0.683 0.230 0.423
H -2.0808 1.9916 -4.3277 -0.036 0.337 -0.043
C 3.2763 -4.7449 3.2146 0.427 -1.972 -0.079
O 4.1103 -5.5773 3.3980 2.371 -2.762 0.287
N 3.3922 -3.5473 3.5681 2.414 6.494 2.211
N 2.1221 -4.9507 2.6962 -5.705 -2.905 -3.333
H 2.6559 -2.8581 3.5149 0.298 0.160 0.399
H 4.2897 -3.3933 4.0051 -0.357 0.745 0.072
H 1.4545 -4.2576 2.3895 0.412 0.116 0.398
H 1.8945 -5.8904 2.4043 0.143 0.170 0.138
C 2.9775 2.7289 1.3691 3.839 1.415 2.765
O 3.8438 3.5369 1.7799 -1.399 -0.374 -1.005
N 1.7682 2.6173 1.8240 -3.793 1.676 1.326
N 3.2845 1.6365 0.7249 2.047 -2.588 -3.069
H 1.4469 3.3743 2.4103 -0.339 -0.355 -0.146
H 1.1939 1.8677 1.4656 -0.370 0.332 0.524
H 4.2600 1.3749 0.7176 -0.364 0.057 -0.387
H 2.5706 1.0354 0.3386 0.385 -0.189 0.295
```
Positions in Å, forces in eV/Å.

The calculation puts the total energy at -4869.6514 a.u. The LUMO energy (spin up / spin down) is -1.0 / -5.6 eV. As for the multiplicity: 2. For the frontier orbital gap (spin up / spin down), the calculation gives 8.120 / 3.553 eV. As for the expectation value of S²: 0.760. Its largest force on an atom is 0.1705 Eh/bohr.

Atom charges from the Mulliken analysis, given in e for atoms 1 to 4: 0.879 0.442 -0.137 0.012

ORCA calculation (ωB97M-V/def2-TZVPD) on an isolated molecule of C8H12N2O2S.

```
25
Properties=species:S:1:pos:R:3:forces:R:3
C 1.6464 -0.4489 -0.8979 0.837 -0.412 -0.936
C 0.5052 -1.1208 -1.3318 1.966 0.013 0.689
C 1.8411 0.5840 0.0550 0.933 -0.479 -0.746
C 3.8806 1.4602 -0.7173 2.105 0.314 -1.708
C -0.8722 -0.9197 -0.8224 -2.354 -1.016 -0.888
C -0.0717 -0.0334 1.4716 -0.856 0.608 0.427
C -1.1640 -0.0830 0.4151 -1.229 0.946 -0.209
C -2.6543 -0.1515 0.8826 0.421 -1.309 3.279
N 3.0683 1.2031 0.2181 -0.743 0.076 0.213
N 0.9307 0.9632 0.9956 0.397 -0.772 2.807
O -1.4514 1.9514 -1.6176 0.869 -0.358 1.527
O -2.0147 2.7073 0.6642 1.611 -1.123 -0.303
S -1.0563 1.9379 -0.1786 -3.218 0.803 -1.768
H 2.6775 -0.7041 -1.3277 -1.861 0.051 0.227
H 0.6925 -1.9612 -2.0359 -0.407 0.802 0.520
H 4.8854 1.9102 -0.4341 -1.349 -0.534 -0.270
H 3.7944 1.2662 -1.8593 -0.423 0.145 1.884
H -1.5016 -0.4466 -1.6105 0.444 -0.036 0.078
H -1.4507 -1.9385 -0.7820 1.219 1.493 0.479
H -0.5450 0.3804 2.4200 0.881 -0.689 -1.067
H 0.2250 -1.1232 1.5777 0.482 1.330 0.263
H -3.2815 0.5266 0.3621 -0.475 0.594 -0.672
H -2.7791 0.1423 2.0470 0.556 -0.486 -2.697
H -3.1369 -1.1781 0.8348 0.907 0.999 -0.264
H 1.3925 1.5544 1.7283 -0.716 -0.958 -0.867
```
Positions in Å, forces in eV/Å.

The calculation puts the total energy at -970.0410 a.u. The LUMO energy (spin up / spin down) is 0.7 / -1.9 eV. As for the multiplicity: 3. For the frontier orbital gap (spin up / spin down), the calculation gives 7.353 / 7.780 eV. As for the expectation value of S²: 2.052. Its largest force on an atom is 0.0731 Eh/bohr. As for the relative energy (zero: lowest compared OMol25 entry of this formula, charge and spin): 0.0 kcal/mol.

Atom charges from the Mulliken analysis, given in e for atoms 1 to 4: -0.308 -0.554 0.460 -0.387

ORCA calculation (ωB97M-V/def2-TZVPD) on a structure of composition C11H20MnN2O3.

```
37
Properties=species:S:1:pos:R:3:forces:R:3
Mn 0.5937 -0.1943 -0.0231 -1.113 -0.542 -0.027
C 0.6982 -1.1528 2.8160 0.045 0.094 -0.116
O 0.6460 -0.0402 1.8174 0.184 0.012 0.202
C 1.1838 1.2518 2.3309 -0.155 0.025 0.009
C 0.8505 2.2864 1.2754 0.159 -0.035 -0.036
O 1.0255 1.5963 -0.0313 -0.112 0.264 -0.017
C 2.0479 2.0078 -1.0350 0.115 0.009 0.100
C 3.0003 0.8374 -1.1767 -0.178 -0.211 -0.124
O 2.1583 -0.3829 -0.9825 0.043 -0.130 0.024
C 2.8651 -1.6793 -1.2790 -0.088 0.215 -0.010
H -0.0788 -0.9505 3.5509 0.026 -0.050 0.026
H 0.5161 -2.0807 2.2744 -0.009 -0.007 0.037
H 1.6956 -1.1582 3.2522 -0.033 -0.017 0.047
H 0.6776 1.4613 3.2747 0.040 0.031 0.004
H 2.2523 1.1126 2.4987 -0.009 0.014 -0.035
H -0.1776 2.6425 1.2977 -0.004 -0.065 0.041
H 1.5380 3.1311 1.3113 -0.053 0.031 0.029
H 1.4998 2.2462 -1.9445 0.025 -0.044 -0.010
H 2.5514 2.8998 -0.6630 -0.003 0.015 -0.060
H 3.4278 0.7744 -2.1784 0.064 0.099 0.035
H 3.7804 0.7834 -0.4173 0.004 0.091 -0.019
H 2.9349 -1.7478 -2.3623 0.068 -0.066 0.020
H 3.8349 -1.6365 -0.7879 0.011 -0.060 -0.037
H 2.2392 -2.4715 -0.8682 0.043 -0.025 -0.033
N -5.1195 -1.0648 -1.4805 0.243 0.032 0.069
C -3.8954 -0.8487 -1.1207 -0.533 -0.066 -0.162
C -3.2541 -1.6830 -0.1070 0.150 0.041 -0.011
C -1.9730 -1.4276 0.2292 -0.133 -0.332 -0.061
N -1.2497 -0.3953 -0.3404 1.328 0.601 0.265
C -1.8383 0.4007 -1.3130 -0.210 0.073 -0.292
C -3.1119 0.2289 -1.7159 0.123 -0.045 0.078
H -5.6851 -1.8194 -1.0775 0.007 0.040 -0.025
H -5.5900 -0.4969 -2.1933 0.007 -0.033 0.028
H -3.7833 -2.4918 0.3870 -0.109 0.030 -0.045
H -1.4866 -2.0349 0.9827 0.077 0.080 0.007
H -1.2435 1.1988 -1.7402 0.093 -0.021 0.088
H -3.5307 0.8976 -2.4609 -0.114 -0.047 0.008
```
Positions in Å, forces in eV/Å.

The calculation puts the total energy at -1915.5025 a.u. The LUMO energy (spin up / spin down) is -18.7 / -18.5 eV. As for the multiplicity: 2. For the frontier orbital gap (spin up / spin down), the calculation gives 5.213 / 5.259 eV. As for the expectation value of S²: 0.790. Its largest force on an atom is 0.0288 Eh/bohr. As for the relative energy (zero: lowest compared OMol25 entry of this formula, charge and spin): 4.3 kcal/mol. As for the charge: +4.

Atom charges from the Mulliken analysis, given in e for atoms 1 to 4: 0.729 -0.729 -0.057 -0.505